## w
ORCA calculation (ωB97M-V/def2-TZVPD) on a structure of composition C6H15N3.

The geometry in XYZ format:
```
24
Properties=species:S:1:pos:R:3
N 1.021 0.218 0.039
N 2.457 -0.387 1.888
N 2.581 -1.154 -0.468
C -2.759 -0.365 0.434
C 2.190 -0.530 0.651
C 1.215 1.675 0.077
C -1.498 0.229 -0.203
C -0.273 -0.247 0.584
C -1.402 -0.137 -1.686
H -0.334 0.063 1.631
H 3.372 -1.785 -0.462
H 1.180 2.030 1.109
H -2.299 0.178 -2.222
H 2.193 1.904 -0.345
H 1.539 -0.455 -0.930
H -2.839 -0.098 1.491
H 0.448 2.170 -0.516
H -0.236 -1.339 0.568
H -1.569 1.319 -0.117
H -0.543 0.333 -2.167
H -3.657 -0.004 -0.072
H -2.753 -1.457 0.363
H 3.264 -0.941 2.165
H -1.300 -1.219 -1.809
```

Properties
2S+1: 1
gap between HOMO and LUMO: 9.385 eV


## x
ORCA calculation (ωB97M-V/def2-TZVPD) on a cluster of 2 separate species, C6H15N3 in total.

The geometry in XYZ format:
```
24
Properties=species:S:1:pos:R:3
N 1.231 2.417 0.421
N 0.084 0.266 -0.726
N -1.733 -1.052 -1.385
C -0.072 -1.951 0.140
C 1.239 1.185 0.725
C 2.528 0.433 0.542
C -0.545 -0.852 -0.745
C 0.372 0.676 2.128
C -2.421 -0.026 -2.133
H -0.680 0.799 1.871
H -3.274 -0.471 -2.642
H 0.334 2.878 0.569
H -2.786 0.781 -1.487
H 0.642 1.429 2.867
H 0.619 -0.280 2.591
H 2.825 0.491 -0.506
H -0.581 -2.888 -0.067
H 0.998 -2.089 0.018
H 3.298 0.916 1.137
H -0.216 -1.589 1.182
H -0.299 1.014 -1.292
H -1.756 0.403 -2.887
H -2.246 -1.892 -1.168
H 2.436 -0.597 0.848
```

Properties
2S+1: 1
gap between HOMO and LUMO: 8.520 eV


## y
ORCA calculation (ωB97M-V/def2-TZVPD) on a structure of composition C6H15N3.

The geometry in XYZ format:
```
24
Properties=species:S:1:pos:R:3
N -0.190 0.851 -0.901
N -0.132 -1.298 0.324
N -0.113 -0.819 -2.663
C 1.640 0.488 1.025
C 0.315 0.188 0.813
C 0.805 -2.389 0.224
C -0.656 0.555 1.920
C -0.989 2.085 -0.880
C -0.724 -0.267 -1.685
H -1.914 1.884 -0.338
H 2.388 0.228 0.284
H -0.222 0.318 2.894
H -0.422 2.861 -0.366
H 1.627 -2.235 0.937
H -1.099 -1.599 0.278
H -1.245 2.400 -1.892
H 1.218 -2.454 -0.793
H -0.858 1.627 1.946
H 0.879 -0.576 -2.685
H 0.775 1.048 -1.157
H -1.615 0.036 1.865
H -1.804 -0.378 -1.575
H 0.332 -3.351 0.428
H 2.005 0.795 1.996
```

Properties
2S+1: 1
gap between HOMO and LUMO: 7.830 eV


Stability, lowest: y


## w
ORCA calculation (ωB97M-V/def2-TZVPD) on a structure of composition C6H15N3.

The geometry in XYZ format:
```
24
Properties=species:S:1:pos:R:3
N -0.194 0.604 -1.787
N -2.466 -1.229 -0.432
N -1.194 0.807 0.988
C -0.800 -0.379 0.383
C 1.622 -0.195 0.195
C -3.119 -0.510 -1.206
C 1.933 -1.184 1.296
C -0.067 -0.401 -0.839
C 1.792 1.246 0.594
H 1.559 1.919 -0.233
H -0.631 1.471 -1.505
H 2.225 -0.425 -0.687
H 0.152 0.369 -2.706
H -1.612 1.481 0.357
H -2.750 0.475 -1.614
H 1.707 -2.209 0.997
H 1.365 -0.957 2.201
H 2.994 -1.142 1.565
H -1.797 0.661 1.785
H 2.829 1.445 0.885
H -4.150 -0.748 -1.509
H 1.165 1.495 1.452
H 0.079 -1.392 -1.251
H -0.642 -1.200 1.070
```

Properties
2S+1: 1
gap between HOMO and LUMO (alpha / beta): 7.456 / 7.456 eV


## x
ORCA calculation (ωB97M-V/def2-TZVPD) on a structure of composition C6H15N3.

The geometry in XYZ format:
```
24
Properties=species:S:1:pos:R:3
N -0.396 -0.501 -0.858
N -2.212 -0.098 0.195
N -1.015 -2.188 0.758
C -1.299 -1.085 0.196
C 0.836 2.159 -0.032
C 0.762 0.577 1.942
C 1.300 0.810 0.526
C 1.018 -0.343 -0.448
C -0.521 -1.254 -2.117
H 2.394 0.837 0.594
H -3.059 -0.179 0.741
H -1.577 -1.341 -2.370
H -0.097 -2.255 -2.008
H -0.254 2.211 -0.075
H -0.325 0.636 1.965
H 1.592 -0.169 -1.361
H 1.227 2.333 -1.037
H -1.400 0.399 -0.680
H -0.005 -0.716 -2.913
H -1.708 -2.451 1.454
H 1.350 -1.294 -0.019
H 1.154 1.339 2.620
H 1.181 2.975 0.606
H 1.055 -0.403 2.320
```

Properties
2S+1: 1
gap between HOMO and LUMO: 9.627 eV


## y
ORCA calculation (ωB97M-V/def2-TZVPD) on a structure of composition C6H15N3.

The geometry in XYZ format:
```
24
Properties=species:S:1:pos:R:3
N -1.842 -1.270 -1.022
N -1.142 -0.833 1.172
N -1.835 1.856 0.369
C -1.016 -0.479 -0.182
C 1.883 1.571 0.429
C -1.050 0.993 -0.494
C 2.198 -0.908 -0.059
C 1.734 0.253 0.742
C 0.833 -1.040 -0.699
H -1.366 1.129 -1.532
H 2.974 -0.638 -0.775
H 1.281 -0.014 1.686
H -1.366 -1.801 1.361
H -2.755 1.478 0.561
H 0.577 -2.097 -0.780
H 0.003 1.398 -0.413
H 0.792 -0.587 -1.687
H -1.610 -2.259 -0.976
H -1.358 2.014 1.245
H 2.474 -1.764 0.556
H 1.583 2.332 1.134
H -1.714 -0.231 1.745
H -1.796 -0.985 -1.993
H 2.519 1.882 -0.388
```

Properties
2S+1: 1
gap between HOMO and LUMO: 8.853 eV


Stability, lowest: w


## w
ORCA calculation (ωB97M-V/def2-TZVPD) on a cluster of 2 separate species, CH4O3 in total.

The geometry in XYZ format:
```
8
Properties=species:S:1:pos:R:3
O -1.836 -0.734 1.371
O 0.000 0.000 0.000
O 2.505 -0.434 -2.346
C -1.222 0.093 0.638
H -1.608 1.115 0.459
H 0.145 0.797 -0.579
H 2.736 0.384 -1.851
H 2.953 -1.158 -1.853
```

Properties
2S+1: 1
gap between HOMO and LUMO: 11.112 eV


## x
ORCA calculation (ωB97M-V/def2-TZVPD) on a cluster of 2 separate species, CH4O3 in total.

The geometry in XYZ format:
```
8
Properties=species:S:1:pos:R:3
O 1.114 -0.080 0.205
O -1.167 -2.012 -0.839
O -0.201 1.769 0.183
C 0.647 1.069 0.715
H 0.471 -0.497 -0.392
H 1.023 1.399 1.708
H -1.990 -2.125 -0.396
H -1.349 -2.614 -1.608
```

Properties
2S+1: 1
gap between HOMO and LUMO: 10.941 eV


Stability, lowest: w


## w
ORCA calculation (ωB97M-V/def2-TZVPD) on a cluster of 2 separate species, CH4O3 in total.

The geometry in XYZ format:
```
8
Properties=species:S:1:pos:R:3
O 0.351 1.012 -2.229
O -1.010 0.522 2.007
O 0.032 -0.448 0.135
C -0.230 -0.312 1.578
H 0.128 -1.016 2.248
H 0.674 -1.152 0.026
H 0.362 1.040 -1.345
H -0.307 0.354 -2.420
```

Properties
2S+1: 1
gap between HOMO and LUMO: 11.645 eV


## x
ORCA calculation (ωB97M-V/def2-TZVPD) on a cluster of 2 separate species, CH4O3 in total.

The geometry in XYZ format:
```
8
Properties=species:S:1:pos:R:3
O 1.119 1.470 0.477
O -0.996 -1.221 -2.324
O 0.202 0.410 2.221
C 1.055 0.483 1.167
H -1.655 -0.409 -2.233
H -1.593 -1.856 -2.744
H 1.990 -0.209 1.191
H -0.121 1.333 2.244
```

Properties
2S+1: 1
gap between HOMO and LUMO: 11.600 eV


## y
ORCA calculation (ωB97M-V/def2-TZVPD) on a cluster of 2 separate species, CH4O3 in total.

The geometry in XYZ format:
```
8
Properties=species:S:1:pos:R:3
O 0.619 -0.132 -1.350
O -0.028 -1.396 0.439
O -0.505 1.549 0.966
C 0.099 -1.094 -0.910
H 0.231 1.415 0.353
H 0.347 -0.888 1.082
H -0.537 2.540 1.020
H -0.226 -1.994 -1.600
```

Properties
2S+1: 1
gap between HOMO and LUMO: 11.987 eV


Stability, lowest: w